Entry from OMol25: the molecule C11H9ClO at a distorted geometry (ωB97M-V with the def2-TZVPD basis set).

Properties
**SMILES**: C[C@@H]1C(=O)C(Cl)=C1c1ccccc1
**Frontier orbital gap (alpha / beta)**: 7.5 / 7.5 eV
**E_HOMO (alpha / beta)**: -8.4 / -8.4 eV
**Relative energy (zero: lowest compared OMol25 entry of this formula, charge and spin)**: 92.8 kJ/mol

Bonds (Å) are listed after each position.
Cartesian coordinates (Å):
1 C 1.052 0.958 -2.770  C2 1.373, C3 1.427, H14 1.143
2 C 0.559 -0.310 -2.956  C1 1.373, C4 1.433, H15 1.061
3 C 0.717 1.686 -1.589  C1 1.427, C5 1.356, H16 1.147
4 C -0.175 -0.946 -1.903  C2 1.433, C6 1.385, H17 1.058
5 C -0.085 1.126 -0.650  C3 1.356, C6 1.491, H18 1.044
6 C -0.541 -0.291 -0.740  C4 1.385, C5 1.491, C7 1.415
7 C -1.239 -0.887 0.337  C6 1.415, C8 1.552, C10 1.503
8 C -2.079 -2.190 0.411  C7 1.552, C9 1.450, Cl13 1.670
9 C -2.384 -1.890 1.797  C8 1.450, C10 1.571, O12 1.206
10 C -1.493 -0.597 1.789  C7 1.503, C9 1.571, C11 1.519, H19 1.037
11 C -0.323 -0.683 2.754  C10 1.519, H20 1.076, H21 1.039, H22 1.029
12 O -2.986 -2.469 2.667  C9 1.206
13 Cl -2.768 -3.341 -0.584  C8 1.670
14 H 1.719 1.408 -3.583  C1 1.143
15 H 0.742 -0.938 -3.791  C2 1.061
16 H 0.953 2.808 -1.552  C3 1.147
17 H -0.641 -1.837 -2.230  C4 1.058
18 H -0.421 1.640 0.194  C5 1.044
19 H -2.111 0.216 1.972  C10 1.037
20 H 0.613 -0.497 2.259  C11 1.076
21 H -0.331 -1.633 3.176  C11 1.039
22 H -0.287 0.014 3.511  C11 1.029